# 1
ORCA calculation (the ωB97M-V functional and the def2-TZVPD basis) on an isolated ion of composition C21H31Cl2I3N5O6P2S and charge +1 in a non-equilibrium geometry.

Geometry as ORCA input:
```
! RIJCOSX wB97M-V def2-TZVPD def2/J DEFGRID3
* xyz 1 1
H -2.6772 0.0974 -1.2465
H 0.7769 1.2620 -1.5074
H -0.0470 -6.7965 -2.1772
O 3.4686 3.4338 1.4732
C -1.6248 3.3877 4.1835
H -1.2797 -3.0081 -0.2238
H -3.0007 0.1011 1.7001
O -0.2809 -0.9235 3.4238
C 2.2013 -6.2874 -2.5191
N 0.9097 4.6074 0.9635
H 4.3878 3.1205 1.2775
O 5.1504 -4.2173 -3.2049
C -1.3668 -0.7612 2.8082
P 2.3606 2.4596 0.5652
H -1.7292 -1.3639 -2.7070
C 5.6333 -2.9010 -3.5026
C -1.3352 2.1011 5.0420
H -3.0641 3.6099 -1.4795
C 1.2846 2.5769 3.5085
Cl 3.0844 2.8198 -1.4355
O 0.1403 3.0504 -0.6196
H 1.5498 4.9256 0.2124
H -0.7050 1.1737 -3.2534
N 3.6829 -3.0515 -4.7289
I -1.7772 5.7057 2.3136
H 6.5920 -2.4157 -3.1124
C -1.0210 -1.2761 -1.7814
H 1.3075 -2.9410 -0.4476
N 0.6269 1.8052 2.7112
C 0.6476 -5.8740 -2.3252
H -0.4783 -5.1349 -0.4757
C -1.0555 1.9462 -2.4558
C -1.1947 3.6145 2.7949
O -4.0024 2.6761 1.8906
I -2.7333 4.8601 5.4173
C 3.9641 -4.2694 -3.9999
H -0.8240 2.9966 -2.8847
H -2.5595 1.0413 3.1284
N -1.3846 1.4756 1.2560
I -2.4290 -2.7156 2.6478
H -0.0592 -0.8263 -2.2066
H 2.8287 -5.8019 -1.6767
H -0.8902 1.1784 4.5689
H 2.2708 -7.4406 -2.4882
S 2.7711 -5.6805 -4.1891
H 1.2076 -3.1875 -2.2788
C 0.5605 3.1764 0.7373
C -0.7980 0.7653 0.0252
N 4.7240 -2.2258 -4.4084
H 1.3247 4.7958 1.8868
C -1.7744 -0.3087 -0.6808
P -2.9515 2.1866 0.5509
C 0.6531 -3.3627 -1.2898
C -2.8328 3.8087 -0.3527
H 1.3379 -5.2745 -0.1879
C -2.0499 0.5431 2.2301
H -2.3291 1.7763 5.5595
H -2.1845 1.8345 -2.3744
C -0.4371 2.5171 1.8776
H -1.4668 -3.5300 -1.9876
Cl 0.6477 -0.3747 0.4218
H -3.6906 4.5420 -0.0480
H -1.8915 4.4345 -0.3277
H -2.2222 -1.0952 0.0568
C -0.8762 -2.8196 -1.2797
H -0.6390 2.4029 5.9279
C -0.2059 1.7442 -1.1009
O 1.7779 3.5004 4.2138
H 0.2097 -5.2519 -3.1876
C 0.5469 -4.9763 -0.9876
H -4.7600 2.0386 1.7664
*
```

***

# 2
ORCA calculation (the ωB97M-V functional and the def2-TZVPD basis) on the molecule C3H7NOS in a non-equilibrium geometry.

## Properties
SMILES string: O=CNCCS

Geometry as ORCA input:
```
! RIJCOSX wB97M-V def2-TZVPD def2/J DEFGRID3
* xyz 0 1
N 0.0944 -1.3919 -0.5923
C 0.2482 0.0560 -0.6744
C 0.6278 -1.9994 0.5897
H -0.6740 0.6861 1.3103
H 0.1932 0.3613 -1.7665
C -0.6599 0.9484 0.2319
H 0.3572 3.8456 -0.1635
O -0.0442 -2.8760 1.2343
H -1.7507 0.8207 -0.1484
H 1.3243 0.2299 -0.3347
H -0.7529 -1.9198 -0.8277
H 1.5347 -1.4804 1.0010
S -0.4981 2.7194 0.1404
*
```

***

# 3
ORCA calculation (the ωB97M-V functional and the def2-TZVPD basis) on a 5-piece molecular cluster, C2H14O6 overall.

## Properties
SMILES string: OCCO.O.O.O.O

Geometry as ORCA input:
```
! RIJCOSX wB97M-V def2-TZVPD def2/J DEFGRID3
* xyz 0 1
O 27.8634 19.6448 -3.7720
C 30.8531 19.1929 -9.9439
H 28.1815 15.2030 -8.1153
H 32.6796 18.1747 -10.4000
H 30.5838 20.1747 -9.5414
H 29.6359 17.8594 -9.2308
H 32.5936 19.8157 -11.0384
H 30.3392 19.0296 -10.8957
H 26.6339 17.5625 -10.2416
C 32.3447 19.1921 -10.1740
H 28.4042 15.7742 -6.7140
O 33.0314 19.7175 -9.0489
H 27.5723 17.0733 -9.1259
O 30.5200 18.1719 -9.0229
H 27.0662 20.1168 -3.5194
H 33.3726 19.0088 -8.4999
H 26.1457 18.5446 -6.5296
H 27.7437 19.4375 -4.7109
O 28.1674 16.0246 -7.6129
H 27.5062 18.2026 -7.1293
O 27.0892 18.5988 -6.3557
O 27.3937 17.8199 -9.7122
*
```

***

# 4
ORCA calculation (the ωB97M-V functional and the def2-TZVPD basis) on C8H8Cl3N5O2STl as an isolated structure in a non-equilibrium geometry.

Geometry as ORCA input:
```
! RIJCOSX wB97M-V def2-TZVPD def2/J DEFGRID3
* xyz -1 1
C -1.0191 4.0849 -4.5910
C 0.3964 3.0511 0.1930
H -0.2042 -5.1543 0.8897
O -0.0656 3.3662 -4.2276
Cl -3.7736 3.7636 -4.8886
C 0.9043 -3.8999 2.2848
Tl 0.3701 1.3116 -2.8908
N 0.4599 -2.5543 1.9671
C -2.4095 3.8446 -3.7606
H -0.0064 -0.6255 2.5320
H 1.4926 -1.2407 3.2474
H 1.9469 -3.8948 2.6258
O -1.1187 4.9716 -5.4194
N 0.7975 -3.5043 0.0142
H 1.5563 -5.3313 0.7570
H 0.2846 -4.3395 3.0670
N 0.4210 2.5559 -0.8692
Cl -2.6394 5.2184 -2.6658
H -0.0788 -1.8235 3.8412
C 0.4568 -2.3312 0.6283
C 0.7512 -4.6217 0.9424
N 1.4682 3.6160 3.4860
N 0.3134 3.6205 1.3172
H 0.5594 -3.6083 -0.9562
Cl -2.4066 2.3499 -2.7903
C 0.9514 3.5876 2.4441
C 0.4714 -1.5058 2.9545
S 0.1204 -0.9070 -0.1322
*
```

***

The records above give, respectively, orbital gap values of 0.2511; 0.3350; 0.3622; 0.2772 hartree.